Entry 1:
60
Properties=species:S:1:pos:R:3 method="wB97M-V/def2-TZVPD" e_above_lowest_kj_mol=488.4 multiplicity=4 gap_ev="7.17 / 6.34" lumo_energy_ha="-0.016 / -0.047" max_force_ha_per_bohr=0.0536
Re -1.18 1.73 1.07
C -3.25 0.64 3.40
C -3.39 1.64 2.42
C -3.75 1.27 1.10
C -3.96 -0.08 0.80
C -3.82 -1.05 1.78
C -3.46 -0.68 3.08
H -2.98 0.92 4.41
H -3.40 2.68 2.72
H -4.02 2.03 0.38
H -4.25 -0.37 -0.20
H -4.00 -2.08 1.54
H -3.35 -1.44 3.84
O 0.85 2.03 0.79
O 1.11 2.91 -0.18
Cl -1.75 3.83 0.52
C 2.25 0.75 2.61
C 1.28 1.78 3.18
C 0.28 1.08 4.12
C 2.05 2.85 3.97
C 0.56 2.49 2.03
H 2.82 0.30 3.43
H 2.94 1.22 1.91
H 1.71 -0.04 2.09
H 0.81 0.66 4.97
H -0.21 0.26 3.59
H -0.46 1.78 4.47
H 2.59 2.39 4.79
H 1.37 3.59 4.37
H 2.77 3.35 3.32
H 0.59 3.59 2.10
Cl 3.17 -2.53 -3.49
C 2.76 -0.91 -3.97
C 3.54 -0.28 -4.92
C 3.27 1.03 -5.27
C 2.25 1.72 -4.64
C 1.47 1.09 -3.69
Cl 0.20 1.95 -2.91
C 1.68 -0.26 -3.35
N 0.92 -0.85 -2.38
C 0.29 -2.09 -2.48
C 0.10 -2.72 -3.71
C -0.56 -3.93 -3.78
C -1.05 -4.53 -2.62
C -0.86 -3.91 -1.40
C -0.19 -2.70 -1.31
C 0.08 -2.08 0.03
C -0.64 -0.77 0.28
O -0.67 -0.34 1.47
O -1.13 -0.08 -0.64
H 4.36 -0.81 -5.37
H 3.87 1.52 -6.02
H 2.05 2.75 -4.89
H 0.38 -0.18 -1.82
H 0.45 -2.24 -4.61
H -0.71 -4.40 -4.73
H -1.57 -5.48 -2.68
H -1.22 -4.38 -0.50
H 1.15 -1.85 0.11
H -0.18 -2.76 0.84

Entry 2:
60
Properties=species:S:1:pos:R:3 method="wB97M-V/def2-TZVPD" e_above_lowest_kj_mol=1870.4 multiplicity=4 gap_ev="6.63 / 6.00" lumo_energy_ha="-0.001 / -0.027" max_force_ha_per_bohr=0.0404
Re 2.34 3.08 -0.54
C 1.38 3.09 3.14
C 0.22 3.51 2.47
C 0.31 4.34 1.38
C 1.58 4.76 0.91
C 2.75 4.30 1.58
C 2.62 3.48 2.71
H 1.29 2.44 4.01
H -0.75 3.18 2.82
H -0.58 4.68 0.87
H 1.63 5.61 0.24
H 3.70 4.76 1.35
H 3.52 3.16 3.23
O 1.87 2.64 -2.34
O 0.83 3.43 -1.72
Cl 2.25 0.01 -0.38
C 2.68 -1.30 -1.34
C 3.98 0.73 0.03
C 3.83 -2.26 -1.20
C 4.62 -0.11 1.07
C 4.19 1.93 -0.45
H 2.26 -0.73 0.85
H 2.24 -1.15 -2.32
H 2.18 0.82 -1.47
H 3.58 -3.15 -1.78
H 4.00 -2.61 -0.18
H 4.79 -1.89 -1.57
H 4.25 -1.13 1.12
H 4.45 0.34 2.05
H 5.70 -0.15 0.89
H 5.18 2.35 -0.29
Cl -3.40 -4.22 -1.59
C -4.25 -2.82 -2.15
C -5.41 -3.00 -2.88
C -6.08 -1.90 -3.41
C -5.58 -0.63 -3.19
C -4.43 -0.46 -2.44
Cl -3.83 1.14 -2.17
C -3.74 -1.54 -1.89
N -2.56 -1.36 -1.17
C -2.46 -1.78 0.19
C -3.59 -2.01 0.97
C -3.46 -2.40 2.29
C -2.20 -2.56 2.85
C -1.08 -2.34 2.07
C -1.19 -1.96 0.74
C 0.04 -1.79 -0.11
C 0.32 -0.34 -0.36
O 1.67 1.81 0.50
O -0.43 0.56 -0.50
H -5.77 -4.00 -3.06
H -6.98 -2.04 -3.99
H -6.08 0.24 -3.60
H -2.15 -0.45 -1.30
H -4.57 -1.87 0.54
H -4.34 -2.58 2.89
H -2.09 -2.86 3.88
H -0.09 -2.47 2.49
H -0.08 -2.27 -1.08
H 0.92 -2.25 0.35